{"formula": "C5H3NO2", "method": "wB97M-V/def2-TZVPD", "elements": ["N", "C", "C", "C", "C", "C", "O", "O", "H", "H", "H"], "positions_angstrom": [[-0.67, 2.86, -1.00], [-0.34, 1.89, -0.49], [0.32, 0.80, 0.29], [-0.57, 0.11, 1.33], [-0.50, -1.19, 1.08], [0.34, -1.40, -0.14], [0.63, -2.44, -0.62], [0.62, -0.19, -0.65], [1.23, 1.20, 0.81], [-1.04, 0.60, 2.17], [-1.01, -1.96, 1.68]], "e_homo_ev": -11.13, "smiles": "N#C[C@H]1C=CC(=O)O1", "total_charge": 0, "de_lowest_kcal_mol": 0.0}